# H20O10

10 unconnected molecules or ions with the total composition H20O10 (ωB97M-V/def2-TZVPD, OMol25).

```
30
H20O10 | OMol25 | ωB97M-V/def2-TZVPD
O 0.80 3.26 0.48
H 1.37 3.44 -0.27
H -0.12 3.30 0.12
O -3.23 0.94 1.51
H -3.85 0.64 2.17
H -2.37 0.65 1.84
O -0.91 0.03 3.59
H -1.11 0.69 4.26
H -0.07 0.32 3.20
O 1.33 0.86 1.62
H 2.20 0.64 1.95
H 1.38 1.79 1.30
O -1.57 2.61 -0.97
H -2.48 2.62 -0.67
H -1.22 1.73 -0.71
O 3.28 -0.92 -3.00
H 2.45 -0.68 -2.56
H 3.27 -0.45 -3.84
O -1.84 -2.69 -1.07
H -2.23 -3.47 -1.50
H -2.51 -2.37 -0.46
O -0.52 0.18 -0.34
H -0.01 0.44 0.45
H 0.06 -0.42 -0.83
O 0.48 -1.79 -2.36
H 0.32 -1.61 -3.30
H -0.36 -2.19 -2.03
O 2.65 -2.41 0.81
H 3.08 -2.78 0.04
H 1.72 -2.33 0.55
```

SMILES = O.O.O.O.O.O.O.O.O.O
relative energy (zero: lowest compared OMol25 entry of this formula, charge and spin) = 42.1 kcal/mol
LUMO = 0.258 eV
Kohn-Sham gap = 11.304 eV

***

# H20O10

10 unconnected molecules or ions with the total composition H20O10 (ωB97M-V/def2-TZVPD, OMol25).

```
30
H20O10 | OMol25 | ωB97M-V/def2-TZVPD
O 14.23 -52.93 0.04
H 13.50 -53.34 0.60
H 14.84 -52.57 0.54
O 11.36 -51.57 0.34
H 11.51 -52.15 -0.48
H 11.30 -50.72 0.20
O 14.28 -50.27 -1.04
H 14.18 -51.11 -0.61
H 13.66 -49.94 -1.80
O 12.85 -50.79 2.67
H 12.99 -49.88 2.58
H 12.64 -51.23 1.77
O 13.08 -48.22 -1.98
H 12.57 -48.53 -2.57
H 12.96 -47.15 -2.04
O 15.51 -48.83 -3.55
H 14.91 -48.72 -2.90
H 15.12 -48.50 -4.43
O 15.74 -51.72 -3.51
H 15.37 -52.04 -4.27
H 15.75 -50.76 -3.79
O 15.54 -48.29 0.43
H 15.14 -49.08 -0.06
H 15.70 -48.86 1.15
O 10.89 -49.03 -0.23
H 11.26 -49.05 -1.16
H 11.51 -48.52 0.27
O 12.25 -52.37 -1.66
H 12.11 -52.08 -2.56
H 13.03 -52.74 -1.57
```

SMILES = O.O.O.O.O.O.O.O.O.O
relative energy (zero: lowest compared OMol25 entry of this formula, charge and spin) = 143.8 kcal/mol
LUMO = -0.698 eV
Kohn-Sham gap = 9.605 eV

***

# H20O10

10 unconnected molecules or ions with the total composition H20O10 (ωB97M-V/def2-TZVPD, OMol25).

```
30
H20O10 | OMol25 | ωB97M-V/def2-TZVPD
O 2.36 -0.53 1.01
H 2.22 -1.51 1.18
H 3.37 -0.57 0.97
O -1.39 -1.08 -1.50
H -1.58 -0.40 -0.84
H -1.86 -0.68 -2.17
O 1.19 2.23 -2.70
H 1.84 2.73 -3.16
H 1.41 1.20 -2.73
O 1.72 -2.80 1.78
H 0.75 -2.52 1.65
H 1.81 -3.64 1.34
O -0.75 -2.07 0.97
H -1.06 -1.24 1.33
H -1.04 -2.19 0.08
O -2.60 0.98 -0.49
H -2.84 0.53 0.29
H -2.10 1.74 -0.59
O 1.17 -0.36 -2.04
H 1.42 -0.03 -1.11
H 0.21 -0.73 -2.04
O -1.85 0.08 1.97
H -2.26 0.03 2.80
H -0.81 0.20 2.10
O 0.63 0.74 2.47
H 1.31 0.25 1.83
H 0.76 1.77 2.16
O -0.85 2.84 -1.26
H -1.15 2.75 -2.11
H -0.02 2.30 -1.20
```

SMILES = O.O.O.O.O.O.O.O.O.O
relative energy (zero: lowest compared OMol25 entry of this formula, charge and spin) = 70.5 kcal/mol
LUMO = 0.334 eV
Kohn-Sham gap = 11.529 eV

***

# H20O10

10 unconnected molecules or ions with the total composition H20O10 (ωB97M-V/def2-TZVPD, OMol25).

```
30
H20O10 | OMol25 | ωB97M-V/def2-TZVPD
O 0.03 3.90 0.72
H -0.66 3.44 1.20
H -0.21 4.83 0.80
O -2.23 -5.09 2.20
H -1.96 -5.29 1.30
H -3.14 -4.83 2.13
O -4.50 2.03 -0.73
H -4.56 1.12 -1.04
H -4.53 2.55 -1.53
O -4.76 -2.94 -3.17
H -4.24 -2.72 -3.94
H -4.21 -3.53 -2.66
O 3.13 -5.05 -1.94
H 2.35 -4.54 -1.73
H 2.96 -5.42 -2.81
O 3.94 2.91 2.09
H 3.29 3.12 1.42
H 3.99 3.69 2.63
O 3.46 -1.51 2.19
H 3.05 -1.39 1.33
H 3.74 -0.63 2.44
O 2.87 5.45 -2.76
H 2.62 6.30 -3.11
H 2.13 5.19 -2.21
O -1.19 -0.01 3.13
H -0.44 0.27 3.64
H -1.50 -0.81 3.57
O 0.45 -0.59 -1.19
H 0.41 0.36 -1.30
H -0.31 -0.81 -0.65
```

SMILES = O.O.O.O.O.O.O.O.O.O
relative energy (zero: lowest compared OMol25 entry of this formula, charge and spin) = 85.1 kcal/mol
LUMO = -0.087 eV
Kohn-Sham gap = 11.010 eV

***

> What is the relative energy (zero: lowest compared OMol25 entry of this formula, charge and spin) in the second record?

143.8 kcal/mol